(1)
Formula: C2H8N4O
Source: the OMol25 dataset
Level of theory: ωB97M-V/def2-TZVPD

Values from the calculation:
Kohn-Sham gap = 6.85 eV
highest occupied orbital energy = -6.672 eV
E_tot = -10205.601 eV

Positions of all 15 atoms, in Å:
C 0.67 -1.20 0.11
N -0.93 -0.47 -0.68
C 0.56 0.21 -0.25
N -2.08 -0.11 0.04
N 1.16 0.58 -1.50
O -0.04 0.77 1.91
N 0.70 1.18 0.72
H 0.36 1.34 2.58
H -1.01 -0.45 -1.69
H -2.47 -0.92 0.52
H -1.82 0.57 0.76
H 2.11 0.24 -1.56
H 1.14 1.60 -1.57
H 0.41 -1.47 1.13
H 1.24 -1.87 -0.52

natural (NBO) analysis output, partial charges in e: -0.14 -0.40 0.31 -0.62 -0.84 -0.69 -0.46 0.48 0.41 0.35 0.40 0.37 0.39 0.24 0.21

(2)
Formula: C68H91FO3Si
Source: the OMol25 dataset
Level of theory: ωB97M-V/def2-TZVPD

Values from the calculation:
SMILES = CCOCC[Si@](CCF)(CCCCO)CCCCCCCCCOC.c1ccccc1.c1ccccc1.c1ccccc1.c1ccccc1.c1ccccc1.c1ccccc1.c1ccccc1.c1ccccc1
Kohn-Sham gap = 9.75 eV
highest occupied orbital energy = -9.290 eV
E_tot = -88729.263 eV

Positions of all 164 atoms, in Å:
C -0.01 -1.78 -4.15
C -1.33 -1.69 -3.41
O -2.42 -2.26 -4.10
C -2.26 -3.61 -4.47
C -1.97 -4.56 -3.30
Si -2.94 -6.19 -3.27
C -3.15 -6.61 -1.44
C -3.85 -5.49 -0.69
F -4.51 -5.96 0.43
C -1.95 -7.54 -4.12
C -1.14 -7.06 -5.34
C -2.01 -6.66 -6.54
C -1.20 -6.12 -7.72
O -0.71 -7.21 -8.49
C -4.65 -6.03 -4.07
C -5.80 -6.75 -3.35
C -7.10 -6.83 -4.18
C -8.23 -5.93 -3.68
C -7.87 -4.43 -3.68
C -8.16 -3.73 -5.03
C -7.09 -2.75 -5.54
C -6.33 -1.95 -4.49
C -5.41 -0.90 -5.11
O -6.13 0.09 -5.82
C -6.51 1.18 -5.02
H 0.69 -1.04 -3.75
H -0.17 -1.61 -5.22
H 0.44 -2.78 -4.04
H -1.23 -2.12 -2.40
H -1.58 -0.64 -3.27
H -1.48 -3.71 -5.23
H -3.21 -3.86 -4.97
H -0.91 -4.82 -3.31
H -2.15 -4.05 -2.35
H -3.72 -7.54 -1.31
H -2.17 -6.79 -0.99
H -4.58 -4.95 -1.29
H -3.11 -4.76 -0.34
H -2.66 -8.31 -4.44
H -1.27 -8.01 -3.40
H -0.48 -7.87 -5.67
H -0.49 -6.22 -5.08
H -2.74 -5.90 -6.25
H -2.57 -7.54 -6.88
H -1.81 -5.45 -8.33
H -0.35 -5.54 -7.33
H -0.67 -6.96 -9.40
H -4.57 -6.48 -5.07
H -4.90 -4.98 -4.23
H -5.48 -7.75 -3.07
H -6.04 -6.22 -2.42
H -6.86 -6.57 -5.22
H -7.46 -7.86 -4.20
H -9.10 -6.09 -4.33
H -8.51 -6.24 -2.67
H -8.43 -3.94 -2.88
H -6.81 -4.32 -3.42
H -9.12 -3.23 -4.98
H -8.28 -4.52 -5.79
H -6.37 -3.27 -6.18
H -7.59 -2.02 -6.19
H -7.02 -1.47 -3.79
H -5.68 -2.61 -3.89
H -4.77 -0.45 -4.35
H -4.75 -1.39 -5.84
H -7.32 1.70 -5.52
H -6.88 0.85 -4.03
H -5.67 1.86 -4.86
C -1.37 -3.96 3.53
C -0.75 -4.54 4.63
C -1.13 -5.82 5.04
C -2.11 -6.51 4.34
C -2.72 -5.93 3.24
C -2.35 -4.65 2.84
H -1.08 -2.96 3.22
H 0.01 -4.00 5.17
H -0.65 -6.27 5.90
H -2.40 -7.50 4.66
H -3.49 -6.46 2.69
H -2.84 -4.19 1.99
C 1.35 -1.77 -0.55
C 0.54 -1.31 0.47
C 0.92 -0.19 1.21
C 2.11 0.45 0.92
C 2.93 -0.02 -0.11
C 2.55 -1.13 -0.84
H 1.05 -2.64 -1.14
H -0.40 -1.80 0.69
H 0.29 0.17 2.00
H 2.41 1.32 1.49
H 3.86 0.49 -0.33
H 3.18 -1.49 -1.64
C 3.09 5.86 4.15
C 2.31 4.71 4.13
C 2.19 3.97 2.96
C 2.85 4.38 1.82
C 3.63 5.53 1.84
C 3.75 6.27 3.01
H 3.18 6.43 5.06
H 1.79 4.39 5.03
H 1.58 3.08 2.95
H 2.76 3.81 0.90
H 4.15 5.85 0.94
H 4.36 7.16 3.02
C -1.89 2.39 -3.18
C -1.43 3.36 -4.06
C -0.15 3.88 -3.93
C 0.68 3.43 -2.91
C 0.22 2.46 -2.02
C -1.06 1.95 -2.15
H -2.88 1.98 -3.28
H -2.08 3.71 -4.86
H 0.20 4.63 -4.62
H 1.68 3.83 -2.81
H 0.87 2.10 -1.23
H -1.41 1.19 -1.46
C 5.49 7.44 8.06
C 4.21 6.97 7.82
C 3.11 7.80 8.01
C 3.30 9.11 8.44
C 4.59 9.58 8.68
C 5.68 8.74 8.49
H 6.34 6.79 7.91
H 4.06 5.95 7.48
H 2.11 7.43 7.82
H 2.45 9.76 8.58
H 4.73 10.60 9.00
H 6.68 9.11 8.68
C 9.43 9.32 10.35
C 8.92 10.60 10.24
C 9.78 11.69 10.16
C 11.15 11.49 10.17
C 11.66 10.20 10.28
C 10.80 9.11 10.37
H 8.76 8.47 10.42
H 7.85 10.76 10.23
H 9.38 12.69 10.08
H 11.82 12.33 10.10
H 12.73 10.04 10.29
H 11.20 8.11 10.45
C 2.99 11.97 5.92
C 2.49 13.25 5.80
C 3.36 14.33 5.71
C 4.73 14.13 5.74
C 5.23 12.84 5.86
C 4.37 11.76 5.95
H 2.32 11.12 5.99
H 1.42 13.41 5.78
H 2.96 15.34 5.63
H 5.40 14.97 5.67
H 6.30 12.68 5.88
H 4.76 10.75 6.04
C 2.44 -10.17 -2.88
C 1.96 -8.91 -2.57
C 2.00 -7.90 -3.53
C 2.52 -8.16 -4.79
C 3.00 -9.43 -5.09
C 2.96 -10.43 -4.14
H 2.40 -10.96 -2.14
H 1.54 -8.71 -1.59
H 1.63 -6.91 -3.29
H 2.55 -7.38 -5.53
H 3.40 -9.63 -6.08
H 3.33 -11.42 -4.38

Mulliken atomic charge list, values in e, 99 entries: -1.35 0.68 -0.41 -0.55 -0.34 -0.94 -0.76 0.24 -0.39 -0.86 -0.40 0.00 -0.92 -0.52 0.88 -0.44 -0.82 -1.38 0.73 -0.88 -0.71 0.17 -0.33 -0.44 -0.59 0.39 0.42 0.20 0.08 -0.21 0.14 0.37 0.46 0.31 0.40 0.56 -0.06 0.04 0.53 0.41 0.59 0.09 -0.12 0.50 0.49 0.25 0.30 0.49 -0.84 0.56 0.08 0.33 0.41 0.42 0.38 0.52 -0.64 0.29 0.36 0.25 0.43 0.29 -0.30 0.23 0.22 0.27 0.30 0.19 -0.29 -0.48 -0.32 -0.47 -0.34 -0.38 0.40 0.36 0.36 0.36 0.40 0.39 -0.46 -0.49 -0.32 -0.27 -0.58 -0.51 0.49 0.55 0.41 0.31 0.40 0.42 -0.08 -0.59 -0.21 -0.34 -0.44 -0.55 0.38

Asked for F_max across the records above, the calculation gives 3.304, 0.864 eV/Å in order.